A 3-piece molecular cluster, C3H11N overall. Source: OMol25; level of theory: the ωB97M-V functional and the def2-TZVPD basis.

The geometry in XYZ format:
```
15
Properties=species:S:1:pos:R:3:forces:R:3:nbo_charge:R:1
C 1.7704 -0.1693 -0.5538 0.1219 0.0985 0.4863 -0.419
N 1.2256 -0.1301 0.7963 0.9182 -0.0701 -0.6578 -0.840
H 1.6260 -0.8330 1.4161 -0.0006 0.9175 0.1439 0.373
H 0.9680 0.8236 1.0843 0.6847 -1.2538 0.4807 0.410
H 1.4829 -1.0939 -1.0629 -0.0189 0.0163 -0.0057 0.182
H 1.3587 0.6804 -1.1012 0.0833 -0.0922 -0.0898 0.198
H 2.8606 -0.0974 -0.5582 0.0616 0.0540 -0.2812 0.180
C -1.0855 -0.1614 0.6404 -1.6924 2.5841 0.9222 -0.335
C -1.6578 0.1233 -0.7172 -0.1028 -0.0079 -0.0157 -0.656
H -0.8858 0.1363 -1.4879 -0.0016 -0.0770 0.0199 0.205
H -2.3695 -0.6678 -0.9880 0.0177 0.1145 -0.0479 0.203
H -1.7224 0.0833 1.4766 -0.8261 -0.2524 -0.1991 0.191
H -0.8424 -1.2146 0.7580 1.0643 0.4102 0.0247 0.190
H -0.5879 1.4228 1.0378 -0.1782 -2.4193 -0.7468 -0.094
H -2.1409 1.0976 -0.7402 -0.1311 -0.0225 -0.0338 0.213
```
Forces are in eV/Å.

Properties
Kohn-Sham gap ... 8.44 eV
Relative energy (zero: lowest compared OMol25 entry of this formula, charge and spin) ... 4.6021 eV
LUMO level ... 0.80 eV
2S+1 ... 1
F_max ... 3.22 eV/Å
E ... -175.4741 a.u.
Molar mass ... 61.1 Da

***

A 3-piece molecular cluster, C29H58FN2O3S2 overall. Source: OMol25; level of theory: the ωB97M-V functional and the def2-TZVPD basis.

The geometry in XYZ format:
```
95
Properties=species:S:1:pos:R:3:forces:R:3:lowdin_charge:R:1
C 4.6867 -1.7918 -1.4269 -0.1411 -0.1744 0.1608 -0.101
C 3.1646 -1.7737 -1.4347 -0.2023 0.1769 -0.3374 -0.269
C 2.6018 -0.6053 -2.2470 0.3692 0.3881 0.3318 -0.193
C 2.9604 0.7504 -1.6036 -0.0495 0.0125 -0.4795 -0.218
N 1.7804 1.5823 -1.2907 0.1772 0.3477 0.3823 -0.214
C 2.2494 2.9426 -0.8754 -0.0581 -0.2616 -0.4566 -0.203
C 1.2303 3.7864 -0.1495 -0.2317 0.3851 0.3635 -0.211
C 1.8375 5.1240 0.2829 0.4347 -0.0491 -0.3035 -0.202
C 2.9794 4.9800 1.3108 -0.3979 0.1147 -0.0481 -0.203
C 2.7018 5.7024 2.6272 0.2218 -1.0305 0.3936 -0.216
C 1.4221 5.2266 3.2582 0.4188 0.7488 -0.3686 -0.241
O 1.4396 3.7984 3.5023 -0.0085 -0.1571 0.1021 -0.197
C 0.2765 3.3179 4.1320 0.1677 0.0823 -0.3575 -0.134
C 3.8063 5.4747 3.5148 0.3965 0.2555 -0.3119 -0.477
O 4.8038 4.7847 3.3638 -0.0085 0.2988 -0.0910 0.033
N 3.7342 6.2686 4.7756 -0.6442 -0.1921 0.3290 0.141
C 3.8097 5.5441 5.9428 0.3415 0.4959 -0.3327 -0.552
O 4.7516 5.1340 6.5202 0.4674 -0.4694 0.2031 0.149
F 2.5741 5.3575 6.4956 -0.4963 0.0870 0.2903 0.059
C 1.0578 0.9182 -0.2663 -0.5748 -0.2544 0.3020 -1.093
S 1.5642 0.6424 1.2466 0.3146 0.0119 0.0706 0.781
S -0.5418 0.4482 -0.8518 0.4570 0.0602 -0.3415 0.934
C -0.9279 -1.0164 0.1100 -0.5904 -0.3839 -0.1968 -0.522
C -0.9471 -2.2925 -0.7351 -0.0144 -0.4628 0.6915 -0.312
C -0.8834 -3.4897 0.2215 0.1492 0.1257 -0.2166 -0.106
H 5.0420 -2.5900 -0.7769 0.1566 -0.0588 -0.0312 0.070
H 5.0970 -0.8580 -1.0496 0.0442 0.0833 0.0250 0.069
H 5.0794 -1.9537 -2.4304 0.0458 -0.0269 -0.0763 0.073
H 2.7924 -2.7086 -1.8593 -0.0091 -0.1245 0.0900 0.078
H 2.7810 -1.7002 -0.4161 0.0006 -0.0427 0.0994 0.093
H 3.0245 -0.6205 -3.2527 -0.0886 -0.1456 -0.1390 0.105
H 1.5192 -0.6553 -2.3365 -0.0699 -0.1668 -0.1000 0.069
H 3.5452 0.6001 -0.6916 -0.0159 -0.0036 0.1552 0.088
H 3.5927 1.3345 -2.2712 -0.0832 0.1220 -0.0915 0.123
H 2.4794 3.4577 -1.8112 0.1371 -0.0525 -0.0897 0.125
H 3.1839 2.8556 -0.3205 -0.0204 0.0110 0.2893 0.112
H 0.3726 3.9677 -0.8025 -0.0674 -0.0895 -0.0873 0.113
H 0.8555 3.3093 0.7562 0.0469 -0.2069 0.0151 0.081
H 2.2174 5.6257 -0.6137 -0.0257 0.0984 -0.0408 0.100
H 1.0617 5.7734 0.6815 -0.1301 0.0183 -0.0207 0.089
H 3.9032 5.3539 0.8698 0.1245 0.0168 0.0947 0.105
H 3.1522 3.9173 1.5124 0.0378 -0.1182 -0.0449 0.096
H 0.5785 5.4409 2.5934 -0.2530 -0.0193 0.1418 0.097
H 1.2587 5.7219 4.2182 -0.2587 0.0216 0.0901 0.092
H 0.5577 2.7346 5.0090 -0.0574 -0.0246 0.1262 0.079
H -0.2873 2.6745 3.4474 -0.0620 -0.0821 -0.0204 0.066
H -0.3814 4.1385 4.4281 -0.0494 0.0316 0.1735 0.077
H 2.8809 6.8150 4.7684 -0.0400 -0.1072 -0.1970 0.104
H -0.2302 -1.1492 0.9313 0.1571 0.3912 0.0501 0.025
H -1.9239 -0.8887 0.5331 0.0124 0.1170 0.2113 0.053
H -0.0900 -2.3393 -1.4046 -0.0469 0.1435 -0.2157 0.076
H -1.8804 -2.3771 -1.2905 0.1036 0.2175 -0.3777 0.103
H 0.0628 -3.4738 0.7618 0.0209 -0.0344 0.1277 0.077
H -1.6957 -3.4366 0.9455 -0.0514 -0.0943 0.0873 0.062
H -0.9412 -4.4363 -0.3130 -0.0917 -0.0742 -0.0286 0.062
C -3.3814 -1.4769 3.3009 -0.0317 -0.0953 -0.0964 -0.105
C -4.4594 -1.5579 2.2232 0.0792 0.0573 0.0382 -0.272
C -5.2876 -0.2807 2.0939 -0.0399 -0.0067 -0.0413 -0.226
C -6.0813 0.0988 3.3450 0.0403 -0.0003 0.0282 -0.228
C -7.0527 -0.9719 3.8391 -0.0735 0.0530 -0.0344 -0.272
C -8.1465 -1.3134 2.8310 0.0365 -0.0616 0.0742 -0.115
H -3.8096 -1.3296 4.2933 0.0001 0.0207 0.0019 0.066
H -2.7976 -2.3984 3.3303 0.0381 0.0192 0.0216 0.066
H -2.6940 -0.6524 3.1012 0.0024 0.0187 0.0388 0.076
H -5.1111 -2.4142 2.4196 -0.0216 0.0056 -0.0187 0.098
H -3.9828 -1.7562 1.2585 -0.0174 -0.0370 -0.0056 0.087
H -5.9697 -0.3844 1.2452 -0.0087 0.0073 0.0050 0.101
H -4.6209 0.5495 1.8420 0.0185 -0.0056 -0.0002 0.112
H -6.6405 1.0160 3.1356 -0.0142 -0.0010 0.0045 0.109
H -5.3895 0.3492 4.1534 0.0101 0.0037 -0.0089 0.102
H -7.5203 -0.6148 4.7605 0.0109 -0.0208 0.0180 0.103
H -6.5068 -1.8800 4.1086 0.0200 0.0068 0.0043 0.097
H -8.7314 -0.4268 2.5777 0.0115 0.0093 -0.0339 0.073
H -8.8306 -2.0599 3.2376 -0.0200 0.0065 -0.0127 0.066
H -7.7315 -1.7193 1.9074 -0.0006 0.0128 -0.0136 0.064
C 0.4707 -3.2109 -7.6155 -0.0870 -0.0516 0.0281 -0.113
C -0.2686 -3.1457 -6.2818 0.0414 0.0583 -0.0527 -0.268
C 0.6027 -2.6570 -5.1262 -0.0258 0.0000 0.0592 -0.225
C 1.8039 -3.5454 -4.8039 0.0896 -0.0600 -0.0863 -0.219
C 1.4563 -4.9934 -4.4547 -0.0313 0.0853 0.1451 -0.259
C 0.5785 -5.0892 -3.2080 0.0008 -0.1019 -0.1281 -0.111
H 1.3048 -3.9134 -7.5811 0.0161 0.0105 0.0001 0.063
H -0.1975 -3.5352 -8.4150 0.0138 0.0101 -0.0175 0.066
H 0.8655 -2.2300 -7.8876 0.0376 -0.0031 0.0066 0.074
H -0.6888 -4.1283 -6.0486 -0.0026 0.0004 0.0215 0.097
H -1.1199 -2.4675 -6.3819 -0.0217 -0.0170 0.0068 0.104
H -0.0189 -2.5512 -4.2328 0.0028 0.0369 0.0018 0.095
H 0.9669 -1.6509 -5.3551 -0.0067 0.0096 -0.0019 0.112
H 2.3405 -3.1038 -3.9597 0.0151 0.0161 -0.0131 0.084
H 2.5053 -3.5353 -5.6435 -0.0115 0.0013 -0.0011 0.103
H 2.3818 -5.5499 -4.2848 0.0127 0.0143 -0.0155 0.104
H 0.9612 -5.4809 -5.2994 -0.0159 0.0128 -0.0030 0.097
H 1.0802 -4.6381 -2.3490 -0.0271 0.0282 0.0134 0.064
H 0.3510 -6.1268 -2.9581 0.0142 0.0027 0.0145 0.070
H -0.3699 -4.5708 -3.3563 -0.0190 -0.0013 0.0587 0.065
```
Forces are in eV/Å.

Properties
Kohn-Sham gap ... 5.30 eV
LUMO level ... 2.05 eV
2S+1 ... 1
F_max ... 1.13 eV/Å
E ... -2371.2524 a.u.
Molar mass ... 565.9 Da
Total charge ... -1